93
Properties=species:S:1:pos:R:3:lowdin_charge:R:1 method="wB97M-V/def2-TZVPD" lumo_ha=0.01325 max_force_ev_per_a=3.5 molar_mass_da=622.833 energy_ev=-63977.038 gap_ev=8.21
C -4.53 0.54 -1.51 -0.01
C -3.66 0.72 -2.81 -0.45
O -3.55 1.85 -3.24 0.07
N -2.96 -0.35 -3.48 -0.05
C -3.22 -1.67 -2.85 -0.09
C -1.51 -0.14 -3.42 -0.22
C -0.60 -0.65 -4.45 -0.01
C 0.85 -0.48 -4.38 -0.01
C 1.51 0.21 -3.25 -0.22
C 0.58 0.75 -2.23 -0.41
C -0.87 0.59 -2.31 -0.01
S 1.40 1.62 -0.84 0.94
C 2.87 0.55 -0.61 -0.42
C 3.37 0.21 0.71 -0.06
C 4.54 -0.68 0.89 -0.14
C 5.06 -1.08 2.32 -0.16
C 4.20 -0.44 3.48 -0.11
C 2.80 -1.10 3.68 -0.45
N 2.24 -2.06 2.75 0.12
O 2.13 -0.82 4.66 0.04
C 5.17 -1.17 -0.34 -0.24
N 6.32 -2.04 -0.25 0.06
C 4.65 -0.82 -1.67 0.03
C 3.46 0.03 -1.86 -0.22
N 2.95 0.34 -3.17 0.06
H -5.21 1.43 -1.44 0.09
H -5.16 -0.39 -1.54 0.08
H -3.86 0.53 -0.61 0.09
H -2.63 -2.50 -3.34 0.10
H -4.29 -1.99 -2.92 0.09
H -2.94 -1.67 -1.75 0.10
H -1.01 -1.20 -5.34 0.11
H 1.45 -0.91 -5.22 0.10
H -1.46 1.05 -1.49 0.11
H 2.83 0.66 1.58 0.10
H 6.16 -0.92 2.43 0.12
H 4.88 -2.19 2.39 0.11
H 4.13 0.67 3.26 0.12
H 4.83 -0.50 4.41 0.13
H 1.39 -2.45 3.17 0.10
H 1.91 -1.60 1.89 0.08
H 6.48 -2.48 -1.16 0.08
H 6.10 -2.83 0.38 0.09
H 5.22 -1.25 -2.54 0.11
H 3.39 -0.31 -3.83 0.13
C 1.14 -5.50 10.80 -0.12
O 2.25 -5.18 9.98 -0.20
C 2.03 -5.47 8.60 -0.22
C 2.05 -4.18 7.79 -0.21
N 0.87 -3.36 8.08 -0.05
C 0.94 -2.02 7.50 -0.20
C 2.00 -1.07 8.07 -0.22
O 1.77 -0.71 9.43 -0.18
C 2.36 -1.58 10.38 -0.10
H 1.43 -5.32 11.83 0.09
H 0.28 -4.87 10.55 0.08
H 0.87 -6.56 10.69 0.09
H 1.10 -6.02 8.44 0.12
H 2.85 -6.11 8.27 0.12
H 2.06 -4.43 6.72 0.12
H 2.97 -3.64 8.03 0.11
H 0.77 -3.28 9.08 0.07
H -0.04 -1.56 7.67 0.12
H 1.07 -2.10 6.42 0.09
H 1.94 -0.14 7.50 0.12
H 3.02 -1.44 7.93 0.11
H 3.29 -2.02 10.02 0.09
H 1.65 -2.36 10.67 0.07
H 2.58 -0.99 11.27 0.09
C -2.36 3.67 -5.25 -0.12
O -2.09 4.13 -6.57 -0.20
C -2.23 3.11 -7.55 -0.22
C -3.37 3.45 -8.50 -0.21
N -4.66 3.35 -7.82 -0.05
C -5.77 3.88 -8.61 -0.20
C -5.79 5.39 -8.86 -0.23
O -5.98 6.17 -7.69 -0.18
C -4.78 6.51 -7.01 -0.10
H -2.16 4.50 -4.56 0.09
H -3.41 3.38 -5.14 0.06
H -1.71 2.83 -4.99 0.08
H -2.38 2.12 -7.09 0.12
H -1.30 3.08 -8.11 0.12
H -3.35 2.76 -9.35 0.12
H -3.20 4.47 -8.87 0.10
H -4.61 3.86 -6.95 0.07
H -6.69 3.62 -8.07 0.12
H -5.82 3.35 -9.57 0.12
H -6.66 5.60 -9.50 0.12
H -4.91 5.73 -9.42 0.11
H -3.94 6.65 -7.69 0.09
H -4.54 5.77 -6.25 0.07
H -4.96 7.46 -6.49 0.09